# 1
Formula: C5H10O
Source: OMol25
Level of theory: ωB97M-V with the def2-TZVPD basis set

ORCA input file:
```
! wB97M-V def2-TZVPD RIJCOSX def2/J DEFGRID3
* xyz 0 1
O 0.90827 -0.29754 0.67868
C -0.31315 0.20646 -1.38486
C 0.81157 -0.49597 2.08895
C -1.27377 -1.15361 0.47407
C -0.26740 -0.42135 -0.00493
C 0.46797 1.49102 -1.65417
H 1.54236 1.35253 -1.50765
H 0.29788 0.35887 2.54045
H -2.24556 -1.16382 0.01032
H -1.37318 0.37346 -1.60626
H 1.82955 -0.59056 2.46189
H 0.30866 1.80122 -2.69551
H 0.13892 2.31246 -1.01090
H -1.11466 -1.82035 1.30707
H 0.27034 -1.39411 2.40618
H 0.01220 -0.55872 -2.10333
*
```

## Properties
SMILES: C=C(CC)OC
DFT total energy: -7393.456 eV
E_LUMO: 1.1 eV
HOMO: -8.63 eV
Relative energy (zero: lowest compared OMol25 entry of this formula, charge and spin): 126.3 kJ/mol

# 2
Formula: C5H10O
Source: OMol25
Level of theory: ωB97M-V with the def2-TZVPD basis set

ORCA input file:
```
! wB97M-V def2-TZVPD RIJCOSX def2/J DEFGRID3
* xyz 0 1
O 0.94100 0.76114 -1.54359
C 1.20523 0.65895 -0.14599
C -0.98154 -0.19057 -0.58173
C 0.12777 -0.38020 0.44214
C -0.16903 -0.11165 -1.87331
C -0.24502 -0.13372 1.90665
H 2.27101 0.40587 0.00328
H -0.87223 -0.89464 2.40340
H 0.40340 -1.45458 0.36317
H 0.69711 -0.10729 2.45517
H -1.67382 -1.02556 -0.44680
H -1.52534 0.75069 -0.43193
H 0.20189 -1.11221 -2.16228
H -0.75333 0.82918 2.02340
H 1.04146 1.65316 0.31908
H -0.66856 0.35143 -2.73064
*
```

## Properties
SMILES: C[C@H]1CCOC1
DFT total energy: -7394.048 eV
E_LUMO: 1.1 eV
HOMO: -9.54 eV
Relative energy (zero: lowest compared OMol25 entry of this formula, charge and spin): 69.2 kJ/mol

# 3
Formula: C5H10O
Source: OMol25
Level of theory: ωB97M-V with the def2-TZVPD basis set

ORCA input file:
```
! wB97M-V def2-TZVPD RIJCOSX def2/J DEFGRID3
* xyz 0 1
O -0.60212 -0.79980 1.57261
C -0.91939 -0.97259 0.20031
C 0.91791 0.56327 0.46375
C 0.08416 -0.13009 -0.62770
C 0.74583 -0.37877 1.64988
C -0.59433 0.83357 -1.59646
H -1.95361 -0.63897 0.05492
H -1.20340 0.29749 -2.33360
H 0.48031 1.53904 0.70804
H 0.89338 0.09932 2.62228
H 0.73465 -0.80546 -1.19860
H 1.43005 -1.24142 1.57578
H -0.86308 -2.03750 -0.06959
H 1.96316 0.71574 0.17592
H 0.14036 1.43444 -2.14440
H -1.25388 1.52173 -1.05315
*
```

## Properties
SMILES: C[C@H]1CCOC1
DFT total energy: -7394.316 eV
E_LUMO: 1.1 eV
HOMO: -9.62 eV
Relative energy (zero: lowest compared OMol25 entry of this formula, charge and spin): 43.4 kJ/mol

# 4
Formula: C5H10O
Source: OMol25
Level of theory: ωB97M-V with the def2-TZVPD basis set

ORCA input file:
```
! wB97M-V def2-TZVPD RIJCOSX def2/J DEFGRID3
* xyz 0 1
O 0.71489 -0.78928 1.70202
C -0.09650 -1.22459 -0.52816
C 0.99123 -0.54866 0.32433
C -1.18194 -0.13437 -0.74508
C -0.74157 1.02966 0.15200
C 0.78922 0.92940 0.00475
H 0.32960 -1.55466 -1.48191
H 1.39450 1.59668 0.62941
H -1.04011 0.82747 1.18757
H -1.15853 1.99857 -0.12649
H 1.99762 -0.92185 0.10195
H -0.47988 -2.10857 -0.01225
H -1.16267 0.20961 -1.78524
H 0.77560 0.05791 2.15945
H -2.19505 -0.48816 -0.54058
H 1.06361 1.12085 -1.04176
*
```

## Properties
SMILES: OC1CCCC1
DFT total energy: -7394.514 eV
E_LUMO: 1.0 eV
HOMO: -10.09 eV
Relative energy (zero: lowest compared OMol25 entry of this formula, charge and spin): 24.2 kJ/mol

# 5
Formula: C5H10O
Source: OMol25
Level of theory: ωB97M-V with the def2-TZVPD basis set

ORCA input file:
```
! wB97M-V def2-TZVPD RIJCOSX def2/J DEFGRID3
* xyz 0 1
O -0.17852 -0.37285 -1.12821
C 1.30390 1.17311 0.10477
C -1.29792 0.35306 -0.60940
C 0.94632 -0.19825 -0.39091
C 1.70262 -1.30155 -0.08073
C -1.91268 -0.52044 0.47950
H 0.85869 1.41849 1.13356
H 2.67466 -1.11892 0.39655
H -1.16905 -0.48596 1.32316
H -1.96031 0.57914 -1.48790
H -0.94237 1.37593 -0.16040
H -2.85865 -0.05433 0.78864
H 2.41712 1.19723 0.27920
H -1.93164 -1.60064 0.14604
H 1.34513 -2.42152 -0.17330
H 1.00270 1.97751 -0.62057
*
```

## Properties
SMILES: C=C(C)OCC
DFT total energy: -7392.990 eV
E_LUMO: 1.0 eV
HOMO: -8.55 eV
Relative energy (zero: lowest compared OMol25 entry of this formula, charge and spin): 171.3 kJ/mol

# 6
Formula: C5H10O
Source: OMol25
Level of theory: ωB97M-V with the def2-TZVPD basis set

ORCA input file:
```
! wB97M-V def2-TZVPD RIJCOSX def2/J DEFGRID3
* xyz 0 1
O 2.52081 0.23226 0.79240
C -0.19623 0.74443 0.20205
C -1.70370 -0.24845 0.53158
C 1.83260 -0.72246 0.02345
C -1.55658 0.98751 -0.33227
C 0.67413 -0.07437 -0.73312
H 1.43855 -1.54029 0.65539
H 1.09244 0.67877 -1.41714
H -0.64932 -0.21426 1.12271
H 1.82383 0.80241 1.16095
H 0.14078 -0.81087 -1.35993
H -2.35825 -0.13118 1.39436
H -1.72732 0.79134 -1.39332
H 2.55419 -1.16853 -0.66953
H -1.79308 -1.19529 0.00369
H -2.09283 1.86897 0.01872
*
```

## Properties
DFT total energy: -7390.798 eV
E_LUMO: 1.0 eV
HOMO: -8.47 eV
Relative energy (zero: lowest compared OMol25 entry of this formula, charge and spin): 382.8 kJ/mol

# 7
Formula: C5H10O
Source: OMol25
Level of theory: ωB97M-V with the def2-TZVPD basis set

ORCA input file:
```
! wB97M-V def2-TZVPD RIJCOSX def2/J DEFGRID3
* xyz 0 1
O 1.06423 1.04433 -1.36800
C -0.74636 0.05979 0.13069
C 1.27384 0.32184 0.94015
C -1.09640 -0.84106 -1.04327
C 0.07155 -0.59139 1.27536
C 0.42703 1.06035 -0.10840
H 0.25744 -1.66365 1.15233
H -0.21235 -1.36044 -1.42971
H 2.08931 -0.20394 0.43745
H 1.68583 0.92168 1.75629
H 0.41018 0.89699 -2.05870
H 0.15731 2.08949 0.17142
H -1.65447 0.56003 0.48803
H -1.82980 -1.59767 -0.74464
H -0.35397 -0.42722 2.26914
H -1.54337 -0.26915 -1.86812
*
```

## Properties
SMILES: C[C@H]1CC[C@H]1O
DFT total energy: -7393.786 eV
E_LUMO: 1.0 eV
HOMO: -9.79 eV
Relative energy (zero: lowest compared OMol25 entry of this formula, charge and spin): 94.5 kJ/mol

# 8
Formula: C5H10O
Source: OMol25
Level of theory: ωB97M-V with the def2-TZVPD basis set

ORCA input file:
```
! wB97M-V def2-TZVPD RIJCOSX def2/J DEFGRID3
* xyz 0 1
O 1.05070 2.34180 -0.95393
C 1.04034 -0.24419 0.18648
C -0.91956 -1.08654 0.44661
C -0.33067 0.28617 0.74299
C 0.30076 -1.44922 -0.40248
C -1.57953 0.11542 -0.11499
H 0.75913 -2.42588 -0.25954
H -0.45220 0.83771 1.67480
H 1.70549 0.27871 -0.50946
H 1.77898 2.40871 -0.32512
H -1.37478 -1.73700 1.18231
H 1.62702 -0.50936 1.07150
H -1.60347 0.30024 -1.18821
H -2.50844 0.38577 0.38950
H 0.41013 1.79945 -0.47044
H 0.09610 -1.30179 -1.47003
*
```

## Properties
SMILES: C1C[C@H]2C[C@@H]12.O
DFT total energy: -7392.444 eV
E_LUMO: 1.0 eV
HOMO: -9.75 eV
Relative energy (zero: lowest compared OMol25 entry of this formula, charge and spin): 223.9 kJ/mol

# 9
Formula: C5H10O
Source: OMol25
Level of theory: ωB97M-V with the def2-TZVPD basis set

ORCA input file:
```
! wB97M-V def2-TZVPD RIJCOSX def2/J DEFGRID3
* xyz 0 1
O -2.44657 -0.53517 0.31564
C -0.47069 -1.66950 -0.75571
C 1.17792 0.21511 -0.09033
C 0.09527 -0.70699 0.31286
C -1.23661 -0.42942 -0.31771
C 1.00743 1.64066 0.53351
H -0.04946 -1.70950 -1.75807
H 0.10908 -0.97933 1.40193
H 1.26473 0.32833 -1.16800
H 1.84942 2.28490 0.15989
H -0.92226 -2.59483 -0.33311
H 0.12930 2.14626 0.06261
H -2.50635 0.23218 0.93520
H -1.18416 0.31191 -1.07618
H 1.00499 1.66645 1.60232
H 2.17795 -0.20106 0.17516
*
```

## Properties
SMILES: CC[C@@H]1C[C@H]1O
DFT total energy: -7393.288 eV
E_LUMO: 1.0 eV
HOMO: -9.61 eV
Relative energy (zero: lowest compared OMol25 entry of this formula, charge and spin): 142.6 kJ/mol

# 10
Formula: C5H10O
Source: OMol25
Level of theory: ωB97M-V with the def2-TZVPD basis set

ORCA input file:
```
! wB97M-V def2-TZVPD RIJCOSX def2/J DEFGRID3
* xyz 0 1
O -0.44859 -2.05982 -0.39202
C 1.64816 -0.97499 -0.42904
C 0.14412 -0.77382 -0.50666
C -1.49458 1.11382 0.27518
C -0.37910 0.14733 0.57648
C -0.10307 1.61946 0.52866
H -2.25751 1.29739 1.02620
H -1.40325 -1.93052 -0.32124
H 0.09609 2.12787 1.46776
H -1.85490 1.15741 -0.75065
H 2.17119 -0.03734 -0.64314
H 1.96559 -1.72772 -1.15699
H -0.10290 -0.33293 -1.48967
H -0.37844 -0.31698 1.56213
H 0.45970 2.00704 -0.31735
H 1.93750 -1.31621 0.57034
*
```

## Properties
SMILES: C[C@@H](O)C1CC1
DFT total energy: -7393.800 eV
E_LUMO: 1.1 eV
HOMO: -10.10 eV
Relative energy (zero: lowest compared OMol25 entry of this formula, charge and spin): 93.2 kJ/mol

# 11
Formula: C5H10O
Source: OMol25
Level of theory: ωB97M-V with the def2-TZVPD basis set

ORCA input file:
```
! wB97M-V def2-TZVPD RIJCOSX def2/J DEFGRID3
* xyz 0 1
O 1.88652 -1.21188 1.02903
C -0.90618 -1.50490 0.81695
C -0.92932 0.24991 -1.07222
C 2.08898 1.09272 0.07975
C -0.57117 -0.08267 0.37451
C 1.45357 -0.20946 0.60435
H -0.10757 0.04241 -1.82393
H -2.09776 -1.57155 0.95136
H -0.40475 -2.24099 0.14417
H -0.43718 -1.88984 1.82835
H 1.94529 1.89347 0.89791
H 1.63157 1.25951 -0.87486
H -1.72945 -0.43109 -1.49195
H -0.99414 1.33074 -1.22765
H -0.79311 0.82648 1.08500
H 3.25943 1.12876 -0.04924
*
```

## Properties
DFT total energy: -7392.050 eV
E_LUMO: 0.9 eV
HOMO: -8.23 eV
Relative energy (zero: lowest compared OMol25 entry of this formula, charge and spin): 262.0 kJ/mol

# 12
Formula: C5H10O
Source: OMol25
Level of theory: ωB97M-V with the def2-TZVPD basis set

ORCA input file:
```
! wB97M-V def2-TZVPD RIJCOSX def2/J DEFGRID3
* xyz 0 1
O 1.30554 0.86274 0.84495
C 2.12714 -0.18998 -0.80476
C -1.04495 0.68602 -0.77251
C -1.25698 -0.46890 1.46522
C -0.52792 -0.47190 0.11525
C 1.00293 -0.14996 0.25510
H -2.34133 -0.57690 1.32365
H 2.32096 0.83228 -1.20804
H -2.12835 0.61979 -0.92589
H 1.72298 -0.78816 -1.59090
H 3.07023 -0.54825 -0.37538
H -0.73406 -1.42266 -0.39181
H -0.56764 0.68462 -1.75854
H -1.08061 0.47060 1.99866
H -0.82617 1.64803 -0.29585
H -0.92036 -1.29339 2.10102
*
```

## Properties
SMILES: CC(=O)C(C)C
DFT total energy: -7393.388 eV
E_LUMO: 0.8 eV
HOMO: -9.04 eV
Relative energy (zero: lowest compared OMol25 entry of this formula, charge and spin): 132.9 kJ/mol